The following is a DFT calculation (the ωB97M-V functional and the def2-TZVPD basis) of 3 unconnected molecules or ions with the total composition C10H16N2OS.

```
! RIJCOSX wB97M-V def2-TZVPD def2/J DEFGRID3
* xyz 1 2
C -3.3751 2.2561 2.2743
S -1.8955 2.0433 3.2624
O -1.1406 3.3709 3.5108
C -2.5863 1.3792 4.8687
H -3.1920 2.9634 1.4654
H -4.1625 2.5943 2.9478
H -3.6730 1.3204 1.8013
H -2.6444 0.2907 4.8671
H -3.5957 1.7293 5.0845
H -1.9086 1.5306 5.7089
N -1.6192 -1.9465 0.1327
C -1.4721 -0.9527 1.0417
C -0.5890 -0.0110 0.4739
C -0.0326 -0.5198 -0.7052
C -0.6741 -1.7243 -0.8854
H -2.3253 -2.6682 0.1062
H -2.1900 -0.9479 1.8486
H -0.3662 0.9043 1.0021
H 0.6688 -0.1020 -1.4122
H -0.6008 -2.5700 -1.5530
N 3.1762 0.0454 -3.1743
C 2.6440 -1.2498 -3.2721
C 3.6874 -2.0744 -3.7351
C 4.8052 -1.2947 -4.0226
C 4.3993 0.0878 -3.8091
H 2.7544 0.9388 -2.9645
H 1.6183 -1.5202 -3.0688
H 3.5957 -3.1382 -3.5725
H 5.7256 -1.7398 -4.3709
H 4.9679 1.0051 -3.8507
*
```

The value obtained for the HOMO energy (alpha / beta) is -10.3 / -10.3 eV. Its calculated total energy is -973.1798 a.u. The HOMO-LUMO gap (alpha / beta) comes out at 6.23 / 2.63 eV. As for the expectation value of S²: 0.765.

Charges computed using natural (NBO), reported in e: C -0.83; S 1.15; O -0.94; C -0.81; H 0.26; H 0.23; H 0.24; H 0.23; H 0.23; H 0.26; N -0.50; C -0.05; C -0.31; C -0.31; C -0.09; H 0.42; H 0.21; H 0.24; H 0.19; H 0.20; N -0.53; C 0.21; C -0.24; C -0.18; C 0.21; H 0.46; H 0.26; H 0.27; H 0.28; H 0.26

=====

The following is a DFT calculation (the ωB97M-V functional and the def2-TZVPD basis) of 2 unconnected molecules or ions with the total composition C10H16N3O.

```
! RIJCOSX wB97M-V def2-TZVPD def2/J DEFGRID3
* xyz 1 1
C 0.4081 1.7016 0.6664
C -0.8485 2.3558 0.7509
C 0.4112 0.3139 0.2782
C -0.8210 -0.3541 0.1781
C -2.0375 1.6644 0.3777
C -3.7397 -0.7969 -0.2101
C -0.8005 -1.8051 -0.0380
C 2.8008 0.1945 1.0333
C 2.1150 -0.6701 -1.1865
C 1.6786 -0.4436 0.2768
N -1.9427 0.3722 0.1721
N -3.2057 2.3119 0.2415
N -3.5629 -1.0154 -1.4495
O -4.1325 -1.1838 0.8176
H 1.3106 2.1812 0.8537
H -0.8486 3.4244 0.9987
H -1.7515 -2.2146 -0.3153
H -0.0332 -2.2217 -0.7698
H -0.3979 -2.3590 0.8287
H 3.1565 0.9206 0.3140
H 3.5883 -0.3864 1.3303
H 2.6174 0.7639 1.8958
H 2.4767 0.2455 -1.7012
H 1.2247 -1.0898 -1.7365
H 2.9453 -1.3663 -1.1237
H 1.5232 -1.4230 0.6086
H -3.1558 3.2029 0.5841
H -4.0495 1.9578 -0.1615
H -2.7670 -0.5432 -2.0570
H -4.2452 -1.4578 -2.0073
*
```

The value obtained for the HOMO energy is -11.7 eV. Its calculated total energy is -629.8651 a.u. The HOMO-LUMO gap comes out at 7.81 eV.

Charges computed using natural (NBO), reported in e: C -0.09; C -0.28; C -0.04; C 0.22; C 0.40; C 0.94; C -0.68; C -0.61; C -0.58; C -0.26; N -0.48; N -0.77; N -0.82; O -0.37; H 0.23; H 0.23; H 0.21; H 0.26; H 0.26; H 0.20; H 0.23; H 0.22; H 0.22; H 0.19; H 0.22; H 0.21; H 0.40; H 0.40; H 0.49; H 0.45

=====

The following is a DFT calculation (the ωB97M-V functional and the def2-TZVPD basis) of 2 unconnected molecules or ions with the total composition C10H16N3O3.

```
! RIJCOSX wB97M-V def2-TZVPD def2/J DEFGRID3
* xyz 1 1
N -3.5244 -3.2820 -2.1876
C -3.4046 -2.6274 -0.7967
C -3.3727 -0.9973 -1.0484
C -2.0827 -0.3821 -0.2134
O -1.1037 0.1629 -0.9880
N -2.0123 -0.3772 1.3266
C -0.6319 0.2109 1.6121
C -0.5471 1.8061 1.9801
C 0.9445 2.4595 2.2458
C 2.2324 1.4488 2.1138
C 2.1515 -0.1560 1.7733
C 0.6713 -0.8122 1.5133
H -4.5296 -3.1340 -2.4990
H -3.3206 -4.3050 -2.1497
H -2.9386 -2.7668 -2.8979
H -2.4541 -2.9908 -0.2136
H -4.4049 -2.8915 -0.2168
H -3.2772 -0.7250 -2.1829
H -4.3514 -0.5566 -0.5804
H -2.0632 -1.3773 1.6230
H -1.5410 2.4449 2.0424
H 1.0667 3.5991 2.5273
H 3.3254 1.8943 2.2810
H 3.1097 -0.8360 1.6870
H 0.5018 -1.9413 1.2305
C 4.1135 2.2673 -1.6600
N 5.0105 2.3488 -0.4757
O 4.9453 1.4291 0.3482
O 5.7547 3.3339 -0.4066
H 3.5184 1.3543 -1.5902
H 3.4696 3.1491 -1.6469
H 4.7446 2.2493 -2.5508
*
```

The value obtained for the HOMO energy is -10.7 eV. Its calculated total energy is -779.9152 a.u. The HOMO-LUMO gap comes out at 6.63 eV.

Charges computed using natural (NBO), reported in e: N -0.70; C -0.25; C -0.52; C 0.64; O -0.54; N -0.66; C 0.11; C -0.22; C -0.22; C -0.22; C -0.21; C -0.25; H 0.45; H 0.46; H 0.46; H 0.26; H 0.25; H 0.25; H 0.27; H 0.39; H 0.25; H 0.26; H 0.26; H 0.26; H 0.22; C -0.48; N 0.52; O -0.39; O -0.36; H 0.23; H 0.24; H 0.24

=====

The following is a DFT calculation (the ωB97M-V functional and the def2-TZVPD basis) of 2 unconnected molecules or ions with the total composition C10H16N4.

```
! RIJCOSX wB97M-V def2-TZVPD def2/J DEFGRID3
* xyz 0 1
C -0.9434 -2.0292 0.2647
C 1.9258 -1.4777 -0.4317
C 3.0394 0.2492 0.1930
C 4.2090 1.0681 0.5166
C -0.7076 -0.3329 2.0443
C -3.0686 0.0271 -0.2331
C -1.2670 1.7095 -0.4409
C -1.2456 -0.4143 -1.8536
C -0.8031 -0.6670 0.6170
C -1.5638 0.1966 -0.5190
N -1.0184 -3.1538 0.0579
N 3.1261 -1.0171 -0.3047
N 1.7944 0.5323 0.4216
N 1.1094 -0.5486 0.0531
H 1.7261 -2.4109 -0.9221
H 4.0021 2.0765 0.8182
H 4.8972 0.7500 1.3477
H 4.7030 1.1519 -0.4489
H -1.2745 -1.1369 2.4565
H -1.3088 0.5689 2.1928
H 0.2964 -0.2456 2.4740
H -3.2463 0.2927 0.8082
H -3.7221 0.7608 -0.6186
H -3.3947 -0.9742 -0.5047
H -0.1875 2.1359 -0.4236
H -1.7504 2.1639 0.3759
H -1.7752 2.2456 -1.2339
H -2.0486 0.0895 -2.5744
H -0.3057 -0.1054 -2.2198
H -1.1977 -1.5047 -1.9125
*
```

The value obtained for the HOMO energy is -9.3 eV. Its calculated total energy is -609.5518 a.u. The HOMO-LUMO gap comes out at 8.97 eV.

Charges computed using natural (NBO), reported in e: C 0.22; C 0.14; C 0.29; C -0.65; C -0.67; C -0.62; C -0.63; C -0.62; C 0.22; C -0.06; N -0.26; N -0.50; N -0.33; N -0.20; H 0.22; H 0.23; H 0.23; H 0.23; H 0.24; H 0.23; H 0.28; H 0.21; H 0.23; H 0.23; H 0.25; H 0.21; H 0.22; H 0.22; H 0.23; H 0.24

=====

The following is a DFT calculation (the ωB97M-V functional and the def2-TZVPD basis) of a molecular structure, C10H16N4NiS2.

```
! RIJCOSX wB97M-V def2-TZVPD def2/J DEFGRID3
* xyz 0 1
Ni 0.1976 0.0128 0.1495
S 0.0665 0.4319 2.2649
C 1.3580 -0.5120 2.9599
C 1.5866 -0.3769 4.3693
N 1.7719 -0.2455 5.4964
C 2.0891 -1.3276 2.1864
S 1.7738 -1.4301 0.4745
C 3.1510 -2.1384 2.7083
N 4.0154 -2.7902 3.0954
C 1.2859 -0.8528 -2.5590
N 0.0736 -0.4738 -1.8147
C -0.8183 -1.6597 -1.7406
C -0.6058 0.6253 -2.5180
C -1.6512 1.2372 -1.6187
N -1.0818 1.5063 -0.2880
C -2.1862 1.7760 0.6509
C -0.1980 2.6933 -0.3351
H 1.0134 -1.2159 -3.5556
H 1.8224 -1.6325 -2.0294
H 1.9391 0.0127 -2.6548
H -1.1428 -1.9515 -2.7473
H -1.6942 -1.4486 -1.1311
H -0.2765 -2.4821 -1.2820
H -1.0721 0.2535 -3.4377
H 0.1420 1.3632 -2.8080
H -2.4939 0.5569 -1.4971
H -2.0422 2.1622 -2.0575
H -2.7613 2.6448 0.3131
H -1.7910 1.9782 1.6413
H -2.8397 0.9074 0.7028
H -0.7551 3.5631 -0.7029
H 0.6550 2.5084 -0.9844
H 0.1758 2.8913 0.6658
*
```

The value obtained for the HOMO energy (alpha / beta) is -7.7 / -7.7 eV. Its calculated total energy is -2914.3554 a.u. The HOMO-LUMO gap (alpha / beta) comes out at 7.69 / 7.69 eV.

Charges computed using natural (NBO), reported in e: Ni 0.74; S -0.20; C -0.28; C 0.26; N -0.29; C -0.28; S -0.21; C 0.26; N -0.29; C -0.42; N -0.46; C -0.44; C -0.24; C -0.24; N -0.46; C -0.42; C -0.44; H 0.19; H 0.24; H 0.21; H 0.19; H 0.21; H 0.24; H 0.21; H 0.21; H 0.21; H 0.21; H 0.19; H 0.24; H 0.22; H 0.19; H 0.21; H 0.24

=====

The following is a DFT calculation (the ωB97M-V functional and the def2-TZVPD basis) of a molecular structure, C10H16N4O3PdS4.

```
! RIJCOSX wB97M-V def2-TZVPD def2/J DEFGRID3
* xyz -2 1
Pd -0.5941 -1.4003 -0.5118
C 2.9968 -1.0055 -1.2837
N 2.0971 -0.2921 -0.3987
C 2.4686 -0.5219 0.9797
C 2.0753 1.1123 -0.7503
C 1.0163 1.9589 -0.0676
N -0.3400 1.5687 -0.3794
C -1.2663 2.2174 0.5335
C -0.6856 1.9008 -1.7441
H 4.0362 -0.6337 -1.1754
H 2.6701 -0.8830 -2.3164
H 2.9626 -2.0669 -1.0615
H 3.5005 -0.1726 1.1858
H 2.4152 -1.5914 1.1859
H 1.7842 -0.0256 1.6644
H 1.9458 1.1659 -1.8333
H 3.0568 1.5783 -0.5214
H 1.1912 3.0160 -0.3583
H 1.1408 1.9145 1.0160
H -1.1801 3.3212 0.4794
H -1.0603 1.8928 1.5550
H -2.2874 1.9273 0.2856
H -0.5740 2.9870 -1.9396
H -1.7205 1.6118 -1.9265
H -0.0660 1.3465 -2.4494
S -2.9704 -0.8590 0.0018
C -2.4901 -0.8295 1.6213
S -0.8352 -1.2726 1.7888
C -3.2969 -0.4738 2.7053
C -2.7717 -0.4351 4.0395
N -2.3599 -0.3928 5.1181
C -4.6723 -0.1073 2.5287
N -5.7836 0.1846 2.4115
O 0.2985 -4.5375 -3.0241
S -0.0745 -3.5333 -2.0430
O 0.9224 -3.3957 -0.9426
O -1.4244 -3.6630 -1.4973
S -0.1249 -1.6113 -2.8760
*
```

The value obtained for the HOMO energy is -1.8 eV. Its calculated total energy is -2556.1047 a.u. The HOMO-LUMO gap comes out at 6.75 eV.

Charges computed using natural (NBO), reported in e: Pd 0.67; C -0.42; N -0.43; C -0.42; C -0.22; C -0.22; N -0.43; C -0.42; C -0.42; H 0.13; H 0.22; H 0.24; H 0.14; H 0.22; H 0.21; H 0.20; H 0.14; H 0.15; H 0.20; H 0.14; H 0.21; H 0.22; H 0.13; H 0.22; H 0.21; S -0.09; C -0.24; S -0.11; C -0.52; C 0.34; N -0.43; C 0.34; N -0.43; O -1.01; S 2.22; O -1.04; O -1.02; S -0.67

=====

The following is a DFT calculation (the ωB97M-V functional and the def2-TZVPD basis) of a gas-phase ion, C10H16NO (charge +1).

```
! RIJCOSX wB97M-V def2-TZVPD def2/J DEFGRID3
* xyz 1 1
C -2.7354 1.1583 0.4027
N -1.5757 0.4444 -0.1357
C -0.8247 -0.4109 0.8620
C 0.5546 -0.6986 0.0851
C 0.4487 -1.8192 -0.8662
C 1.8004 -0.8137 1.0308
C 2.4261 0.6726 1.0321
C 3.0340 0.7067 -0.3735
C 2.0929 0.6704 -1.2258
C 0.8295 0.8082 -0.4312
C -0.7118 1.4388 -0.7190
O 1.2816 1.4237 0.8459
H -2.3802 1.9602 1.0645
H -3.4707 1.6198 -0.3264
H -3.5244 0.4775 0.9594
H -1.7923 -0.2195 -0.9009
H -1.1223 -1.4529 1.0907
H -0.5757 0.3316 1.6757
H -0.5516 -2.0042 -1.4215
H 0.5243 -2.9034 -0.4663
H 1.1892 -1.7315 -1.6791
H 2.3878 -1.6929 0.6673
H 1.4839 -1.1041 2.0804
H 2.9632 0.9114 1.9152
H 4.0306 0.5811 -0.4274
H 2.0668 0.7132 -2.2684
H -0.6403 2.4609 -0.2479
H -0.9133 1.6073 -1.8603
*
```

The value obtained for the HOMO energy is -13.2 eV. Its calculated total energy is -520.2690 a.u. Its SMILES is C[N@@H+]1C[C@]2(C)C[C@H]3C=C[C@]2(C1)O3. The HOMO-LUMO gap comes out at 10.26 eV.

Charges computed using natural (NBO), reported in e: C -0.45; N -0.38; C -0.26; C -0.08; C -0.67; C -0.43; C 0.06; C -0.14; C -0.26; C 0.27; C -0.28; O -0.52; H 0.24; H 0.26; H 0.25; H 0.45; H 0.27; H 0.26; H 0.21; H 0.26; H 0.25; H 0.24; H 0.23; H 0.23; H 0.23; H 0.24; H 0.28; H 0.26

=====

The following is a DFT calculation (the ωB97M-V functional and the def2-TZVPD basis) of 2 unconnected molecules or ions with the total composition C10H16O.

```
! RIJCOSX wB97M-V def2-TZVPD def2/J DEFGRID3
* xyz -1 2
C -0.5013 -0.8122 3.1951
C -1.2664 2.0418 0.2177
C -0.3186 2.4618 1.1269
C -1.6183 0.7113 -0.0479
C 0.1248 1.5394 2.0464
C -1.4322 -0.1071 1.0313
C -0.6553 0.2667 2.1540
O -2.0192 3.0082 -0.3542
H -0.1947 3.4487 1.4861
H -2.2888 2.7169 -1.2915
H -1.9046 0.4216 -1.0281
H 1.0017 1.5095 2.6922
H -1.8405 -1.0375 0.9594
H -1.3829 -1.6629 3.0969
H -0.5310 -0.1871 4.0517
H 0.3935 -1.4871 3.1648
C 1.3432 -0.6374 -1.8233
C 2.0611 -1.9175 -1.2142
C 0.5224 -0.9064 -3.0844
H 0.7213 -0.1320 -1.1100
H 2.0673 0.1573 -1.8762
H 2.9522 -1.5450 -0.8284
H 0.8879 -0.5148 -4.0345
H 0.2322 -1.9904 -3.1472
H -0.3687 -0.3274 -2.8565
H 1.5682 -2.4143 -0.4802
H 2.4469 -2.6040 -2.0457
*
```

The value obtained for the HOMO energy (alpha / beta) is 0.5 / -2.7 eV. Its calculated total energy is -465.7302 a.u. The HOMO-LUMO gap (alpha / beta) comes out at 3.14 / 6.30 eV. As for the expectation value of S²: 0.761.

Charges computed using natural (NBO), reported in e: C -0.62; C 0.26; C -0.35; C -0.50; C -0.40; C -0.20; C -0.13; O -0.71; H 0.19; H 0.45; H 0.17; H 0.17; H 0.16; H 0.18; H 0.20; H 0.17; C -0.43; C -0.60; C -0.63; H 0.25; H 0.19; H 0.20; H 0.19; H 0.20; H 0.22; H 0.20; H 0.17

=====

Among the records above, which one has the lowest calculated total energy?
C10H16N4NiS2